(1)
Below is a structure of composition C22H24F3O2V, with properties calculated with the ωB97M-V functional and the def2-TZVPD basis.

The geometry in XYZ format:
```
52
Properties=species:S:1:pos:R:3
V 13.10 6.63 -27.98
C 12.37 8.61 -25.07
O 12.52 7.83 -26.23
H 11.40 8.57 -24.57
H 13.05 8.30 -24.28
H 12.62 9.64 -25.32
C 15.56 10.18 -27.39
C 15.96 8.68 -27.34
O 15.16 7.75 -27.64
C 17.30 8.27 -26.73
H 14.49 10.31 -27.55
H 16.13 10.57 -28.22
H 15.85 10.78 -26.52
H 17.44 8.62 -25.71
H 18.06 8.69 -27.39
H 17.31 7.18 -26.74
F 5.73 9.80 -28.65
C 7.01 9.65 -28.92
C 7.82 9.12 -27.98
C 9.22 9.02 -28.21
C 9.71 9.50 -29.44
C 8.88 10.04 -30.44
C 7.53 10.14 -30.14
H 7.45 8.76 -27.04
H 9.93 8.62 -27.50
H 10.77 9.49 -29.61
H 9.26 10.37 -31.40
H 6.84 10.64 -30.80
F 7.89 5.24 -24.65
C 9.12 4.88 -24.28
C 10.24 5.62 -24.56
C 11.48 5.02 -24.27
C 11.61 3.81 -23.63
C 10.48 3.03 -23.47
C 9.22 3.55 -23.82
H 10.22 6.61 -24.98
H 12.34 5.63 -24.51
H 12.61 3.43 -23.48
H 10.51 1.98 -23.23
H 8.38 2.88 -23.80
F 7.90 9.44 -22.74
C 7.74 10.54 -23.45
C 6.65 11.35 -23.22
C 6.33 12.39 -24.09
C 7.23 12.64 -25.17
C 8.32 11.84 -25.43
C 8.59 10.80 -24.54
H 5.94 11.14 -22.44
H 5.41 12.93 -23.97
H 7.07 13.45 -25.87
H 9.00 11.98 -26.26
H 9.44 10.14 -24.64
```

Computed properties:
- Frontier orbital gap (spin up / spin down): 6.7 / 8.1 eV
- Expectation value of S²: 6.00
- Spin multiplicity: 5

Charges in e, computed with Mulliken, in the same order as the atoms: 0.37, -0.89, -0.24, 0.10, 0.37, 0.30, -1.11, 0.77, -0.47, -1.04, 0.25, 0.38, 0.34, 0.33, 0.33, 0.30, -0.31, 0.08, -0.26, -0.45, -0.29, -0.66, -0.25, 0.48, 0.51, 0.36, 0.40, 0.40, -0.30, 0.34, -0.37, -0.15, -0.74, -0.20, -0.51, 0.40, 0.32, 0.35, 0.35, 0.41, -0.27, 0.17, -0.27, -0.57, -0.42, -0.49, -0.13, 0.38, 0.39, 0.34, 0.42, 0.43

(2)
Below is the molecule C2H5NS, with properties calculated with the ωB97M-V functional and the def2-TZVPD basis.

The geometry in XYZ format:
```
9
Properties=species:S:1:pos:R:3
C -0.09 1.08 0.17
C 0.38 -1.09 -0.66
N 0.01 -0.14 0.46
S -0.83 1.88 1.51
H 0.25 1.68 -0.65
H -0.44 -1.72 -0.79
H 0.63 -0.49 -1.43
H 1.12 -1.75 -0.32
H -1.04 0.55 1.71
```

Computed properties:
- Frontier orbital gap: 10.0 eV
- SMILES: C/N=C/S

Charges in e, computed with Mulliken, in the same order as the atoms: 0.04, -0.74, -0.41, -0.29, 0.31, 0.25, 0.35, 0.26, 0.23

(3)
Below is a structure of composition C39H66Br2ClN13O4P3, with properties calculated with the ωB97M-V functional and the def2-TZVPD basis.

The geometry in XYZ format:
```
128
Properties=species:S:1:pos:R:3
C 3.57 -1.26 0.74
C 3.01 -1.19 -0.32
C 2.22 -1.15 -1.57
C 1.05 -2.17 -1.58
C 0.09 -1.77 -0.42
C -1.39 -2.22 -0.57
C 0.05 -0.32 0.11
C -0.90 0.70 -0.59
C 0.53 -2.20 -3.05
C -0.28 -0.95 -3.47
C 0.06 -0.49 -4.92
C 1.30 0.43 -4.95
C 2.53 -0.24 -5.59
O 3.70 0.29 -4.91
C 0.00 -3.59 -3.55
Br -1.59 -3.44 -4.71
P 1.21 -4.40 -4.80
O 0.50 -5.36 -5.68
N -0.17 -4.64 -2.51
P -1.82 -5.02 -2.04
O -2.44 -6.15 -2.74
C 0.78 -4.61 -1.50
N 1.03 -5.69 -0.78
C 1.95 -5.70 0.39
C 3.27 -6.49 0.14
C 3.38 -7.70 1.10
Br 4.86 -5.37 0.33
P 0.46 -7.40 -1.04
O -1.09 -7.41 -0.46
Cl 0.30 -7.60 -3.08
N 1.61 -3.51 -1.24
C 2.92 -3.80 -1.92
H 3.95 -1.11 1.74
H 2.90 -1.26 -2.41
H 1.84 -0.12 -1.68
H 0.45 -2.35 0.44
H -1.48 -3.23 -0.15
H -1.73 -2.15 -1.60
H -2.05 -1.62 0.06
H -0.37 -0.42 1.12
H 1.00 0.19 0.27
H -1.48 0.30 -1.42
H -0.28 1.51 -1.00
H -1.59 1.16 0.11
H 1.43 -2.05 -3.66
H 0.14 -0.14 -2.86
H -1.35 -1.03 -3.29
H -0.82 0.03 -5.31
H 0.22 -1.36 -5.57
H 1.04 1.27 -5.60
H 1.53 0.85 -3.97
H 2.52 -1.32 -5.39
H 2.59 0.00 -6.65
H 4.27 -0.45 -4.70
H 2.18 -5.12 -4.08
H 1.75 -3.34 -5.57
H -2.66 -3.89 -2.17
H -1.72 -5.18 -0.63
H 1.41 -6.26 1.16
H 2.09 -4.70 0.80
H 3.29 -6.88 -0.88
H 2.40 -8.13 1.34
H 3.83 -7.35 2.03
H 3.97 -8.49 0.64
H -0.99 -7.76 0.44
H 3.73 -3.50 -1.25
H 3.06 -4.86 -2.11
H 3.05 -3.27 -2.87
C 5.75 2.14 2.13
C 5.25 0.92 2.74
N 4.86 -0.04 3.23
H 6.82 2.08 1.94
H 5.25 2.33 1.18
H 5.58 3.00 2.78
C 4.09 -1.33 6.26
C 3.32 -2.44 6.81
N 2.72 -3.31 7.24
H 3.89 -0.41 6.80
H 5.16 -1.53 6.31
H 3.84 -1.16 5.22
C -2.20 4.48 0.72
C -0.82 4.29 0.30
N 0.27 4.12 -0.04
H -2.84 4.72 -0.13
H -2.59 3.59 1.20
H -2.29 5.30 1.43
C -0.08 1.43 3.44
C -0.92 2.57 3.75
N -1.61 3.45 4.00
H 0.89 1.74 3.06
H 0.10 0.81 4.32
H -0.54 0.80 2.68
C -4.68 1.95 4.57
C -4.57 1.75 3.13
N -4.45 1.59 2.00
H -3.72 1.81 5.06
H -5.02 2.97 4.81
H -5.39 1.26 5.02
C -0.77 -1.11 -8.99
C 0.34 -0.27 -8.57
N 1.22 0.39 -8.23
H -0.88 -1.97 -8.32
H -1.70 -0.55 -8.99
H -0.61 -1.49 -10.00
C -5.08 6.60 6.20
C -5.49 5.21 6.26
N -5.81 4.11 6.29
H -4.81 6.88 5.19
H -5.88 7.27 6.52
H -4.22 6.79 6.84
C -2.92 8.47 1.94
C -3.42 7.32 2.68
N -3.81 6.42 3.27
H -1.84 8.39 1.77
H -3.41 8.55 0.97
H -3.10 9.40 2.48
C 2.51 4.18 -4.02
C 2.39 3.14 -3.01
N 2.28 2.31 -2.23
H 3.41 4.03 -4.63
H 1.65 4.18 -4.69
H 2.58 5.17 -3.56
C -8.13 8.11 9.14
C -7.50 8.86 8.06
N -7.00 9.45 7.21
H -9.15 7.85 8.88
H -7.59 7.18 9.33
H -8.14 8.69 10.06
```

Computed properties:
- Frontier orbital gap: 8.7 eV
- Charge: +1

These are the Mulliken partial charges, in e, on atoms 1 to 99: -0.89, -1.68, -0.75, 1.31, 0.66, -1.41, -0.76, -0.94, 1.84, -0.74, -0.87, 0.68, -0.26, -0.61, 0.04, 0.11, 0.83, -0.74, 0.98, 0.23, -0.70, -0.96, 0.32, -1.10, -0.04, -1.35, -0.09, 0.26, -0.46, -0.14, 0.63, -1.37, 0.49, 1.05, 0.69, 0.44, 0.11, 0.00, 0.61, 0.26, 0.48, 0.32, 0.16, 0.00, -1.21, -0.53, 1.03, 0.33, 0.16, 0.70, -1.10, -0.15, 0.51, 0.32, 0.03, -0.07, 0.19, 0.12, 0.65, 0.51, 0.53, 0.36, 0.42, 0.37, 0.38, 0.08, 0.60, 0.10, -0.80, 0.42, -0.49, 0.31, 0.25, 0.28, -0.49, 0.28, -0.37, 0.27, 0.28, 0.04, -0.22, 0.43, -0.47, 0.44, -0.13, -0.08, -0.24, 0.31, -0.39, 0.30, 0.43, -0.29, -0.51, 0.42, -0.50, 0.23, 0.05, 0.36, -0.83

(4)
Below is the molecule C5H5N3O3, with properties calculated with the ωB97M-V functional and the def2-TZVPD basis.

The geometry in XYZ format:
```
16
Properties=species:S:1:pos:R:3
C -2.26 -0.88 -1.10
C -1.90 -0.07 -0.05
C -0.13 -0.70 -1.26
C 1.78 0.08 -0.41
C 0.87 0.89 0.42
N -1.16 -1.33 -1.78
N -0.52 0.01 -0.14
N 0.89 0.49 1.86
O 0.36 1.27 2.67
O 1.40 -0.57 2.13
O 1.11 -0.50 -1.55
H -3.36 -1.24 -1.23
H -2.27 0.64 0.61
H 2.59 0.70 -0.80
H 1.96 -0.68 0.35
H 0.62 1.89 0.25
```

Computed properties:
- Frontier orbital gap: 7.3 eV
- SMILES: O=[N+]([O-])[C@H]1COc2nccn21

Charges in e, computed with Mulliken, in the same order as the atoms: -0.37, -0.24, 0.53, -0.70, 0.00, -0.69, -0.06, 0.95, -0.55, -0.57, -0.34, 0.29, 0.43, 0.32, 0.46, 0.52

(5)
Below is a cluster of 5 separate species, C19H34Cl2N4O7 in total, with properties calculated with the ωB97M-V functional and the def2-TZVPD basis.

The geometry in XYZ format:
```
66
Properties=species:S:1:pos:R:3
C 2.25 -0.41 1.43
C 2.44 0.99 0.60
Cl 4.25 1.38 0.42
C 1.55 2.25 1.23
Cl 1.90 3.87 0.41
C -0.04 1.77 1.07
C -0.90 1.59 2.27
C -2.30 1.08 1.57
O -3.18 0.37 2.29
O -2.32 1.48 0.14
C -0.89 1.39 -0.29
O -0.42 1.02 -1.51
H 1.15 -0.66 1.74
H 2.62 -1.32 0.76
H 2.87 -0.33 2.45
H 2.00 0.80 -0.49
H 1.88 2.33 2.38
H -0.67 1.74 3.40
C 1.51 0.15 4.71
O 1.22 0.58 3.60
N 2.24 0.83 5.66
C 2.54 0.26 6.95
C 2.74 2.16 5.35
H 1.18 -0.84 5.05
H 2.12 0.91 7.73
H 3.62 0.20 7.07
H 2.10 -0.74 7.05
H 1.89 2.81 5.12
H 3.39 2.10 4.47
H 3.30 2.57 6.19
C 4.29 -0.10 -2.88
O 4.14 -0.85 -1.93
N 5.49 0.18 -3.50
C 5.58 1.09 -4.62
C 6.69 -0.46 -3.02
H 3.44 0.44 -3.33
H 5.98 0.55 -5.48
H 6.25 1.91 -4.36
H 4.60 1.50 -4.88
H 6.58 -1.55 -3.09
H 6.84 -0.19 -1.97
H 7.56 -0.15 -3.60
C -3.47 -0.29 -5.72
O -3.59 -0.79 -6.83
N -2.85 -0.89 -4.64
C -2.75 -0.23 -3.35
C -2.27 -2.20 -4.80
H -3.88 0.70 -5.49
H -1.70 -0.11 -3.10
H -3.25 -0.86 -2.60
H -3.23 0.75 -3.38
H -1.51 -2.16 -5.59
H -3.05 -2.91 -5.10
H -1.81 -2.54 -3.87
C -5.25 -2.75 1.39
O -5.47 -3.94 1.52
N -6.08 -1.84 0.76
C -5.75 -0.44 0.64
C -7.33 -2.31 0.20
H -4.33 -2.28 1.78
H -6.52 0.15 1.14
H -5.70 -0.18 -0.42
H -4.78 -0.23 1.11
H -7.94 -2.76 1.00
H -7.12 -3.08 -0.55
H -7.88 -1.49 -0.26
```

Computed properties:
- Frontier orbital gap: 7.1 eV
- SMILES: C[C@H](Cl)[C@@H](Cl)C1=CC(=O)OC1=O.CN(C)C=O.CN(C)C=O.CN(C)C=O.CN(C)C=O

Charges in e, computed with Mulliken, in the same order as the atoms: -0.83, 0.06, -0.19, 0.62, -0.18, 0.16, -0.26, 0.50, -0.60, -0.27, 0.29, -0.51, 0.22, 0.36, 0.15, 0.15, -0.13, 0.34, -0.04, -0.45, 0.14, -0.92, -0.96, 0.30, 0.35, 0.35, 0.28, 0.29, 0.29, 0.38, 0.17, -0.59, 0.13, -0.93, -0.92, 0.26, 0.34, 0.34, 0.30, 0.30, 0.25, 0.38, 0.10, -0.59, 0.16, -1.01, -0.97, 0.29, 0.43, 0.35, 0.27, 0.30, 0.31, 0.36, 0.09, -0.60, 0.15, -0.50, -0.97, 0.28, 0.36, 0.34, -0.07, 0.29, 0.30, 0.39

(6)
Below is a structure of composition H20NeO10, with properties calculated with the ωB97M-V functional and the def2-TZVPD basis.

The geometry in XYZ format:
```
31
Properties=species:S:1:pos:R:3
Ne -8.78 -5.06 1.15
O -8.15 -2.39 0.26
H -8.03 -1.44 0.18
H -7.43 -2.67 0.83
O -10.82 -5.62 3.13
H -10.11 -6.23 2.92
H -11.41 -6.11 3.69
O -5.65 -5.35 1.36
H -5.53 -4.40 1.29
H -4.84 -5.66 1.77
O -11.70 -4.02 1.21
H -11.44 -4.58 1.94
H -11.36 -3.16 1.44
O -8.65 -6.94 -1.67
H -8.09 -7.03 -0.90
H -8.99 -6.05 -1.62
O -8.79 -7.78 2.84
H -8.22 -7.83 3.61
H -8.19 -7.63 2.11
O -7.24 -7.43 0.62
H -6.70 -8.20 0.75
H -6.72 -6.70 0.96
O -10.78 -4.41 -1.90
H -11.34 -5.06 -2.32
H -11.05 -4.41 -0.98
O -6.96 -3.64 -1.90
H -6.46 -3.01 -2.41
H -7.37 -3.13 -1.20
O -9.63 -3.74 5.41
H -9.89 -4.28 4.66
H -9.83 -4.28 6.17
```

Computed properties:
- Frontier orbital gap: 9.5 eV

Charges in e, computed with Mulliken, in the same order as the atoms: 0.00, -0.64, 0.28, 0.32, -0.68, 0.39, 0.28, -0.61, 0.27, 0.27, -0.66, 0.38, 0.30, -0.65, 0.38, 0.34, -0.71, 0.32, 0.43, -0.85, 0.28, 0.49, -0.64, 0.31, 0.35, -0.60, 0.28, 0.38, -0.66, 0.37, 0.30

no.,strongest force on any atom (eV Å⁻¹)
1,3.36
2,3.84
3,2.70
4,6.40
5,10.07
6,1.09